Record 1
{"formula": "C41H25BrF12N3O4Tc", "method": "ωB97M-V with the def2-TZVPD basis set", "species": ["Tc", "C", "C", "C", "C", "C", "N", "C", "C", "C", "C", "C", "C", "C", "C", "O", "C", "F", "F", "F", "C", "F", "F", "F", "C", "C", "C", "O", "C", "F", "F", "F", "C", "F", "F", "F", "H", "H", "H", "H", "H", "H", "H", "H", "H", "H", "H", "H", "C", "C", "C", "C", "C", "C", "C", "C", "C", "C", "C", "C", "C", "C", "C", "N", "H", "H", "H", "H", "H", "H", "H", "H", "H", "H", "Br", "C", "C", "N", "C", "C", "C", "C", "O", "O", "H", "H", "H"], "positions_angstrom": [[0.6243, -0.4543, -0.2377], [-0.2298, 0.2587, 6.7869], [0.0621, 0.4543, 5.3338], [0.2475, 1.6432, 4.7578], [0.5941, 1.6890, 3.3049], [-0.0500, 0.5574, 2.5390], [-0.6912, 0.7071, 1.4433], [-1.3005, 1.9808, 1.1983], [-2.2472, 2.3742, 2.1435], [-2.9627, 3.5484, 2.0035], [-2.7709, 4.3660, 0.8957], [-3.5579, 5.6295, 0.7069], [-1.8374, 3.9619, -0.0521], [-1.1080, 2.7814, 0.0670], [-0.0753, 2.4840, -0.9933], [0.3807, 1.1479, -0.9221], [-0.6393, 2.5531, -2.4514], [0.2274, 2.0147, -3.3081], [-0.8892, 3.8018, -2.8284], [-1.7709, 1.8439, -2.5010], [1.2016, 3.3515, -0.8038], [1.6402, 3.1999, 0.4575], [0.9358, 4.6344, -1.0045], [2.1704, 2.9646, -1.6281], [0.2005, -0.7588, 3.1652], [0.1920, -0.7644, 4.5085], [0.2550, -2.0279, 2.3450], [0.5887, -1.7224, 1.0022], [-1.1155, -2.7661, 2.3103], [-2.1014, -1.8691, 2.1935], [-1.1876, -3.6017, 1.2776], [-1.2919, -3.4419, 3.4405], [1.4195, -2.9692, 2.7741], [2.5690, -2.2906, 2.6731], [1.4757, -4.0203, 1.9641], [1.2880, -3.3926, 4.0259], [-0.2918, 1.2106, 7.3083], [0.5532, -0.3413, 7.2534], [-1.1710, -0.2759, 6.9230], [0.2125, 2.5678, 5.3170], [0.3910, 2.6497, 2.8374], [-2.4347, 1.7244, 2.9900], [-3.6839, 3.8264, 2.7608], [-3.8630, 6.0487, 1.6636], [-4.4618, 5.4320, 0.1288], [-2.9785, 6.3784, 0.1700], [-1.6698, 4.6057, -0.9041], [0.2432, -1.7041, 5.0437], [4.2616, -1.1090, -2.4060], [3.8238, -2.0043, -3.3747], [2.4903, -2.3944, -3.4403], [1.5988, -1.8954, -2.5030], [2.0516, -1.0369, -1.4945], [3.3746, -0.6134, -1.4586], [0.1552, -2.1310, -2.5102], [-0.4779, -2.9739, -3.4257], [-1.8376, -3.0904, -3.3949], [-2.5998, -2.3488, -2.4738], [-4.0115, -2.4199, -2.4651], [-4.7337, -1.6661, -1.5873], [-4.0607, -0.8167, -0.6906], [-2.6918, -0.7346, -0.6669], [-1.9320, -1.5052, -1.5566], [-0.5401, -1.4395, -1.5779], [5.2959, -0.7930, -2.3934], [4.5228, -2.3872, -4.1053], [2.1720, -3.0622, -4.2282], [3.7014, 0.1102, -0.7275], [0.1122, -3.5203, -4.1442], [-2.3449, -3.7443, -4.0936], [-4.5023, -3.0759, -3.1719], [-5.8132, -1.7138, -1.5803], [-4.6340, -0.2121, -0.0008], [-2.2092, -0.0865, 0.0399], [7.2171, -1.6883, 1.2203], [6.1745, -0.4013, 2.1038], [6.7481, 0.4325, 3.0619], [6.0583, 1.3496, 3.7303], [4.7651, 1.4745, 3.4672], [4.1093, 0.6974, 2.5133], [4.8332, -0.2706, 1.8212], [2.6759, 0.8717, 2.2330], [2.0472, 1.4700, 3.2316], [2.1417, 0.4981, 1.1870], [7.8016, 0.3454, 3.2990], [4.2310, 2.2332, 4.0234], [4.3528, -0.9308, 1.1141]], "largest_force_ha_per_bohr": 0.0091, "orbital_gap_ev": 5.993, "total_charge": 2, "e_lumo_ev": -7.94}

Record 2
{"formula": "C41H28BBaF11IN6O2P", "method": "ωB97M-V with the def2-TZVPD basis set", "species": ["Ba", "O", "C", "C", "C", "C", "C", "C", "C", "P", "C", "C", "C", "C", "C", "C", "C", "C", "C", "C", "C", "C", "H", "H", "H", "H", "H", "H", "H", "H", "H", "H", "H", "H", "H", "H", "N", "C", "N", "C", "N", "N", "C", "N", "C", "C", "C", "C", "C", "N", "H", "H", "H", "H", "H", "H", "H", "H", "I", "C", "C", "C", "C", "C", "C", "C", "C", "C", "C", "H", "H", "H", "H", "H", "H", "F", "B", "F", "F", "C", "F", "F", "C", "O", "C", "F", "F", "F", "C", "F", "F", "F"], "positions_angstrom": [[0.9158, -0.3296, 0.6561], [-0.3509, -1.6232, -1.0510], [-0.4104, -2.8320, -1.3798], [-1.8177, -3.1775, -1.9217], [-2.2333, -4.5013, -1.8229], [-3.4010, -4.9366, -2.4270], [-4.1317, -4.0460, -3.2036], [-3.7171, -2.7274, -3.3305], [-2.5725, -2.2639, -2.6752], [-2.0570, -0.4774, -2.7621], [-3.3112, 0.1362, -3.9767], [-2.9513, 0.0526, -5.3226], [-3.7954, 0.5080, -6.3235], [-5.0162, 1.0837, -5.9951], [-5.3773, 1.1991, -4.6608], [-4.5325, 0.7292, -3.6626], [-2.7977, 0.1641, -1.2077], [-3.8242, -0.4687, -0.5090], [-4.3869, 0.1247, 0.6112], [-3.9246, 1.3544, 1.0585], [-2.8923, 1.9851, 0.3822], [-2.3352, 1.3940, -0.7435], [-1.6123, -5.1792, -1.2462], [-3.7294, -5.9639, -2.3146], [-5.0298, -4.3742, -3.7153], [-4.3050, -2.0530, -3.9403], [-1.9879, -0.3717, -5.5852], [-3.4912, 0.4298, -7.3605], [-5.6744, 1.4503, -6.7739], [-6.3219, 1.6569, -4.3907], [-4.8310, 0.8252, -2.6258], [-4.1868, -1.4339, -0.8407], [-5.1781, -0.3859, 1.1473], [-4.3481, 1.8048, 1.9477], [-2.5073, 2.9346, 0.7333], [-1.5429, 1.9079, -1.2773], [2.6702, 2.4207, 2.3564], [3.4520, 1.3417, 2.6528], [4.4830, 1.5835, 3.4747], [5.1691, 0.4694, 3.7834], [6.2361, 0.6660, 4.6512], [4.9423, -0.7569, 3.3885], [3.8777, -0.9136, 2.5360], [3.1406, 0.1687, 2.1228], [3.5772, -2.2247, 2.0739], [4.3655, -3.3223, 2.5293], [4.1070, -4.5810, 2.0707], [3.0544, -4.7887, 1.1569], [2.3071, -3.6915, 0.7759], [2.5407, -2.4463, 1.1957], [3.0936, 3.3109, 2.5563], [2.1054, 2.4370, 1.5240], [6.5944, 1.6067, 4.6259], [6.9283, -0.0627, 4.5910], [5.1574, -3.1256, 3.2358], [4.7114, -5.4146, 2.4132], [2.8145, -5.7687, 0.7668], [1.4781, -3.7998, 0.0795], [2.3851, 0.4762, -2.6057], [3.1799, 2.3404, -2.0924], [4.5268, 2.5464, -2.3793], [5.1692, 3.6617, -1.8544], [4.4930, 4.5068, -0.9977], [3.1294, 4.3114, -0.6965], [2.4612, 5.1121, 0.2677], [1.1174, 4.8763, 0.5771], [0.3851, 3.9591, -0.1429], [0.9634, 3.1997, -1.2129], [2.4124, 3.2556, -1.3526], [5.0713, 1.8270, -2.9753], [6.2129, 3.8388, -2.0868], [5.0103, 5.3365, -0.5279], [3.0338, 5.8676, 0.7939], [0.6375, 5.4425, 1.3681], [-0.6794, 3.8688, 0.0408], [-1.3177, 2.9021, -2.1780], [0.0304, 2.8060, -2.3274], [0.3908, 2.4361, -3.5731], [-2.5939, -0.7086, 5.3678], [-1.7541, -0.0856, 4.5092], [-2.4947, 0.7439, 3.7724], [-0.9354, 0.6754, 5.2535], [-0.9464, -1.0737, 3.6045], [-0.4562, -0.4543, 2.5342], [-1.9004, -2.2376, 3.1681], [-3.1043, -1.7597, 2.8113], [-2.1178, -3.1573, 4.1332], [-1.4008, -2.8810, 2.1133], [0.2120, -1.6863, 4.4622], [1.2122, -0.8191, 4.6016], [-0.1783, -2.0512, 5.7058], [0.7059, -2.7802, 3.8669]], "largest_force_ha_per_bohr": 0.0829, "orbital_gap_ev": [4.493, 4.787], "e_above_lowest_ev": 2.381, "total_charge": -2, "e_lumo_ev": [4.07, 4.08]}

Record 3
{"formula": "C41H28BrILuN3O2", "method": "ωB97M-V with the def2-TZVPD basis set", "species": ["Lu", "I", "C", "C", "C", "C", "C", "C", "C", "C", "C", "C", "H", "H", "H", "H", "H", "H", "C", "C", "N", "C", "C", "C", "C", "C", "C", "C", "C", "C", "N", "C", "H", "H", "H", "H", "H", "H", "H", "H", "Br", "C", "C", "C", "C", "C", "C", "C", "O", "O", "H", "H", "H", "H", "C", "C", "C", "C", "C", "C", "N", "C", "C", "C", "C", "C", "C", "H", "H", "H", "H", "H", "H", "H", "H", "H", "H"], "positions_angstrom": [[-0.1123, -0.1942, 0.6173], [-1.6129, 2.2368, 1.6493], [-2.5063, 0.9712, 3.2010], [-3.3856, 1.6539, 3.9940], [-4.1108, 0.9716, 4.9775], [-3.9327, -0.3716, 5.1265], [-3.0163, -1.0773, 4.3225], [-2.8825, -2.4687, 4.4968], [-1.9946, -3.1701, 3.7398], [-1.2157, -2.5055, 2.7782], [-1.2917, -1.1411, 2.5090], [-2.2364, -0.4140, 3.3159], [-3.5291, 2.7134, 3.8519], [-4.8136, 1.5185, 5.5847], [-4.4963, -0.9250, 5.8638], [-3.5059, -2.9640, 5.2276], [-1.8932, -4.2387, 3.8711], [-0.5283, -3.1388, 2.2198], [2.8853, -3.8180, 0.0268], [1.7571, -3.0382, 0.2776], [1.6054, -1.7986, -0.1627], [2.5681, -1.2874, -0.9627], [3.7236, -2.0222, -1.3146], [3.8846, -3.3031, -0.7613], [4.6744, -1.4741, -2.2179], [4.5086, -0.2378, -2.7459], [3.3572, 0.5325, -2.4308], [3.1232, 1.7899, -3.0128], [1.9637, 2.4580, -2.7131], [1.0310, 1.8460, -1.8708], [1.2194, 0.6675, -1.3147], [2.3736, 0.0139, -1.5543], [2.9678, -4.8035, 0.4569], [0.9347, -3.4553, 0.8477], [4.7760, -3.8685, -0.9818], [5.5167, -2.0905, -2.4913], [5.2332, 0.1698, -3.4354], [3.8550, 2.1900, -3.7010], [1.7530, 3.4295, -3.1260], [0.0803, 2.3264, -1.6696], [5.4295, 2.2356, 2.4611], [4.1909, 3.3852, 1.5908], [4.6639, 4.6137, 1.1452], [3.8120, 5.4842, 0.4932], [2.4886, 5.1292, 0.2868], [2.0281, 3.9043, 0.7313], [2.8691, 3.0078, 1.3876], [2.3419, 1.6489, 1.8117], [2.8963, 0.9888, 2.6765], [1.2937, 1.2661, 1.1812], [5.6969, 4.8791, 1.3134], [4.1726, 6.4456, 0.1541], [1.8151, 5.8111, -0.2107], [0.9983, 3.6242, 0.5625], [-5.0002, 1.6243, -1.3760], [-4.1769, 1.4250, -2.4744], [-3.0667, 0.6138, -2.3752], [-2.7253, 0.0054, -1.1564], [-3.5973, 0.1729, -0.0720], [-4.7216, 0.9697, -0.1882], [-1.5330, -0.7172, -1.0562], [-1.4552, -1.7621, -1.9644], [-2.5554, -2.6207, -2.1469], [-2.4694, -3.7230, -2.9676], [-1.3034, -3.9895, -3.6727], [-0.2325, -3.1194, -3.5538], [-0.2974, -2.0287, -2.7109], [-5.8554, 2.2770, -1.4530], [-4.4036, 1.9052, -3.4166], [-2.4215, 0.4502, -3.2296], [-3.4005, -0.3686, 0.8481], [-5.3920, 1.0687, 0.6534], [-3.4652, -2.4158, -1.5961], [-3.3169, -4.3889, -3.0551], [-1.2368, -4.8567, -4.3122], [0.6620, -3.2813, -4.1415], [0.5394, -1.3468, -2.6560]], "largest_force_ha_per_bohr": 0.0242, "orbital_gap_ev": 5.915, "e_above_lowest_ev": 1.058, "total_charge": 0, "e_lumo_ev": -0.93}

Record 4
{"formula": "C41H29N10O4ScSe2", "method": "ωB97M-V with the def2-TZVPD basis set", "species": ["Sc", "C", "C", "C", "C", "C", "N", "C", "C", "C", "C", "C", "C", "C", "C", "N", "C", "N", "C", "N", "C", "N", "C", "N", "C", "N", "C", "C", "C", "C", "C", "C", "C", "C", "C", "C", "C", "C", "C", "C", "N", "H", "H", "H", "H", "H", "H", "H", "H", "H", "H", "H", "H", "H", "H", "H", "H", "O", "C", "O", "C", "C", "N", "N", "C", "C", "O", "O", "H", "H", "H", "C", "Se", "C", "C", "Se", "C", "H", "H", "H", "H", "H", "H", "H", "H", "H", "H"], "positions_angstrom": [[0.4014, 0.1347, -0.2147], [-1.7063, 4.4860, -4.9484], [-2.7982, 4.7002, -4.0752], [-2.8636, 4.0836, -2.8533], [-1.8004, 3.2340, -2.4864], [-1.5130, 2.4486, -1.3651], [-2.4724, 2.2996, -0.2717], [-1.9149, 1.9526, 1.0484], [-2.5307, 2.2841, 2.2573], [-3.7343, 2.9323, 2.6089], [-4.0433, 3.0399, 3.9379], [-3.1809, 2.5231, 4.9355], [-2.0000, 1.9023, 4.6175], [-1.6570, 1.7683, 3.2604], [-0.5671, 1.1679, 2.5812], [0.4188, 0.4706, 3.2203], [1.4304, -0.0785, 2.6524], [1.8001, 0.0225, 1.3131], [2.9346, -0.6876, 1.1169], [3.6467, -0.7832, 0.0075], [3.2753, -0.2193, -1.1366], [2.1378, 0.4527, -1.3907], [2.1701, 0.9037, -2.7084], [1.3041, 1.6537, -3.2815], [0.1629, 2.1088, -2.7046], [-0.3561, 1.7828, -1.4700], [-0.7093, 3.0124, -3.3636], [-0.6705, 3.6518, -4.6114], [3.4087, 0.4359, -3.3322], [3.9170, 0.5486, -4.6137], [5.1430, -0.0463, -4.8769], [5.8471, -0.7254, -3.8826], [5.3378, -0.8408, -2.5976], [4.1078, -0.2606, -2.3421], [3.3297, -1.3372, 2.3714], [4.3472, -2.2240, 2.6694], [4.4125, -2.7164, 3.9640], [3.4895, -2.3201, 4.9290], [2.4730, -1.4221, 4.6309], [2.4006, -0.9406, 3.3375], [-0.7600, 1.2853, 1.2302], [-1.7004, 4.9966, -5.9029], [-3.5969, 5.3626, -4.3840], [-3.7153, 4.2399, -2.1975], [-4.4028, 3.3183, 1.8453], [-4.9615, 3.5240, 4.2446], [-3.4644, 2.6333, 5.9746], [-1.3376, 1.5272, 5.3877], [0.1639, 3.4756, -5.2777], [3.3700, 1.0751, -5.3851], [5.5638, 0.0085, -5.8728], [6.7995, -1.1796, -4.1237], [5.8697, -1.3676, -1.8165], [5.0480, -2.5317, 1.9049], [5.1733, -3.4403, 4.2245], [3.5613, -2.7338, 5.9270], [1.7564, -1.1135, 5.3815], [0.1813, -5.5170, 3.7165], [0.6839, -4.5113, 2.9637], [1.8054, -4.5551, 2.5564], [-0.2397, -3.3822, 2.6999], [-1.0435, -2.6978, 3.5869], [-1.5868, -1.6751, 2.9059], [-1.1684, -1.6230, 1.6410], [-0.3484, -2.6477, 1.4985], [0.1740, -2.8940, 0.1106], [0.2209, -4.0201, -0.3348], [0.4242, -1.7974, -0.5362], [-0.7596, -5.3901, 3.8757], [-1.2526, -2.8588, 4.6324], [-2.1612, -0.9280, 3.2673], [-0.2727, -2.0627, -3.5307], [-1.4803, -0.8277, -2.6560], [-2.7326, -2.1230, -1.8759], [-4.0218, -1.4529, -1.4321], [-3.8697, -0.2568, 0.1300], [-3.6951, 1.4876, -0.7345], [0.1478, -2.7327, -2.7853], [0.5118, -1.4612, -3.9862], [-0.8106, -2.6146, -4.2975], [-2.2373, -2.6405, -1.0591], [-2.9557, -2.8459, -2.6621], [-4.7285, -2.2104, -1.0960], [-4.4837, -0.8816, -2.2364], [-4.5885, 2.0648, -0.5076], [-3.6156, 1.3328, -1.8065], [-2.8419, 3.2434, -0.1408]], "largest_force_ha_per_bohr": 0.0264, "orbital_gap_ev": 5.619, "e_above_lowest_ev": 3.135, "total_charge": 0, "e_lumo_ev": -1.24}